Record 1
Below is a 2-piece molecular cluster, C3H12N2S overall at a distorted geometry, with properties calculated with ωB97M-V/def2-TZVPD.

ΔE to the lowest compared entry with this formula, charge and spin: 138.9 kJ/mol
Orbital gap: 9.33 eV
Structure (SMILES): CSC.NCN
Electronic energy: -17119.407 eV

Each atom is followed by the atoms it is bonded to, with distances in Å.
Geometry (Å):
1 C -1.305 -0.486 -1.602  S2 1.771, H4 1.126, H5 1.119, H6 1.101
2 S -2.311 0.778 -0.876  C1 1.771, C3 1.868
3 C -1.074 2.048 -0.290  S2 1.868, H7 1.167, H8 1.217, H9 1.048
4 H -2.047 -1.066 -2.219  C1 1.126
5 H -0.557 -0.045 -2.308  C1 1.119
6 H -0.967 -1.172 -0.810  C1 1.101
7 H -1.071 2.087 0.877  C3 1.167
8 H -1.577 3.116 -0.584  C3 1.217
9 H -0.326 1.610 -0.878  C3 1.048
10 N 0.462 -0.167 1.738  C11 1.443, H13 1.033, H14 1.030
11 C 0.962 -1.316 1.022  N10 1.443, N12 1.421, H15 1.071, H16 1.111
12 N 2.016 -1.156 0.081  C11 1.421, H17 0.989, H18 1.022
13 H 0.343 0.641 1.106  N10 1.033
14 H 1.267 0.150 2.297  N10 1.030
15 H 0.198 -1.745 0.407  C11 1.071
16 H 1.224 -2.019 1.841  C11 1.111
17 H 2.830 -0.987 0.618  N12 0.989
18 H 1.933 -0.269 -0.421  N12 1.022

=====

Record 2
Below is a 2-piece molecular cluster, C3H12N2S2 overall, with properties calculated with ωB97M-V/def2-TZVPD.

ΔE to the lowest compared entry with this formula, charge and spin: 0.0 kJ/mol
Orbital gap: 9.57 eV
Structure (SMILES): CSSC.NCN
Electronic energy: -27956.273 eV

Each atom is followed by the atoms it is bonded to, with distances in Å.
Geometry (Å):
1 C -1.967 -2.159 -0.361  S2 1.813, H5 1.088, H6 1.085, H7 1.088
2 S -0.179 -1.974 -0.593  C1 1.813, S3 2.043
3 S -0.030 -1.729 -2.616  S2 2.043, C4 1.822
4 C -0.059 0.080 -2.835  S3 1.822, H8 1.085, H9 1.088, H10 1.086
5 H -2.410 -1.243 0.025  C1 1.088
6 H -2.414 -2.406 -1.318  C1 1.085
7 H -2.119 -2.972 0.346  C1 1.088
8 H 0.920 0.503 -2.636  C4 1.085
9 H -0.343 0.307 -3.860  C4 1.088
10 H -0.782 0.529 -2.160  C4 1.086
11 N 0.565 1.277 0.630  C12 1.449, H14 1.008, H15 1.008
12 C 0.632 1.601 2.040  N11 1.449, N13 1.469, H16 1.091, H17 1.091
13 N 1.724 1.023 2.836  C12 1.469, H18 1.008, H19 1.008
14 H 1.299 1.699 0.084  N11 1.008
15 H 0.583 0.277 0.504  N11 1.008
16 H 0.668 2.689 2.119  C12 1.091
17 H -0.279 1.270 2.541  C12 1.091
18 H 1.587 0.025 2.882  N13 1.008
19 H 2.602 1.204 2.373  N13 1.008

=====

Record 3
Below is a 2-piece molecular cluster, C3H12N2Si overall at a distorted geometry, with properties calculated with ωB97M-V/def2-TZVPD.

ΔE to the lowest compared entry with this formula, charge and spin: 546.6 kJ/mol
Orbital gap: 9.50 eV
Electronic energy: -14159.851 eV

Each atom is followed by the atoms it is bonded to, with distances in Å.
Geometry (Å):
1 C 1.730 0.286 -1.546  N5 1.452, H7 1.152, H8 1.035, H9 1.086
2 C 2.279 0.131 0.847  N5 1.484, H10 1.027, H11 1.153, H12 1.103
3 C -2.896 1.069 0.653  Si6 1.876, H13 1.061, H14 1.128, H15 1.158
4 N -0.245 0.509 0.196  Si6 1.771, H16 0.987
5 N 1.460 -0.377 -0.283  C1 1.452, C2 1.484
6 Si -1.790 -0.354 0.130  C3 1.876, N4 1.771, H17 1.415, H18 1.481
7 H 2.380 -0.557 -1.986  C1 1.152
8 H 0.856 0.349 -2.097  C1 1.035
9 H 2.278 1.224 -1.571  C1 1.086
10 H 2.729 1.021 0.602  C2 1.027
11 H 1.640 0.165 1.806  C2 1.153
12 H 2.996 -0.702 0.937  C2 1.103
13 H -2.442 1.689 1.384  C3 1.061
14 H -3.058 1.818 -0.174  C3 1.128
15 H -3.956 0.678 0.908  C3 1.158
16 H -0.011 0.605 1.151  N4 0.987
17 H -2.000 -1.614 0.740  Si6 1.415
18 H -2.213 -0.508 -1.280  Si6 1.481

=====

Record 4
Below is a 2-piece molecular cluster, C3H12N3 overall, with properties calculated with ωB97M-V/def2-TZVPD.

ΔE to the lowest compared entry with this formula, charge and spin: 274.0 kJ/mol
Orbital gap: 7.08 eV
Total charge: +1
Electronic energy: -7767.791 eV

Each atom is followed by the atoms it is bonded to, with distances in Å.
Geometry (Å):
1 C -1.335 -1.283 1.226  N2 1.271, H3 1.084, H4 1.084
2 N -1.834 -1.613 0.104  C1 1.271, H5 1.015, H6 1.023
3 H -0.879 -0.308 1.351  C1 1.084
4 H -1.372 -1.986 2.050  C1 1.084
5 H -2.199 -2.551 -0.026  N2 1.015
6 H -1.802 -0.975 -0.695  N2 1.023
7 C 0.853 0.380 -1.033  C8 1.522, N10 1.461, H11 1.109, H12 1.089
8 C 0.949 1.282 0.189  C7 1.522, N9 1.465, H13 1.104, H14 1.088
9 N -0.159 2.240 0.210  C8 1.465, H15 1.016, H16 1.013
10 N 1.808 -0.722 -0.949  C7 1.461, H17 1.014, H18 1.013
11 H -0.201 0.058 -1.156  C7 1.109
12 H 1.056 0.962 -1.930  C7 1.089
13 H 1.032 0.645 1.086  C8 1.104
14 H 1.879 1.844 0.129  C8 1.088
15 H -0.028 2.877 0.991  N9 1.016
16 H -1.048 1.786 0.377  N9 1.013
17 H 1.583 -1.322 -0.163  N10 1.014
18 H 1.696 -1.316 -1.762  N10 1.013

=====

Record 5
Below is a 2-piece molecular cluster, C3H12N3 overall at a distorted geometry, with properties calculated with ωB97M-V/def2-TZVPD.

ΔE to the lowest compared entry with this formula, charge and spin: 163.4 kJ/mol
Orbital gap: 10.17 eV
Total charge: +1
Electronic energy: -7768.937 eV

Each atom is followed by the atoms it is bonded to, with distances in Å.
Geometry (Å):
1 C -0.191 -0.535 0.397  C2 1.511, N4 1.512, H5 1.088, H6 1.089
2 C -1.294 -1.345 1.039  C1 1.511, N3 1.444, H7 1.105, H8 1.099
3 N -1.079 -2.768 0.930  C2 1.444, H9 1.011, H10 1.013
4 N -0.545 0.933 0.450  C1 1.512, H11 1.023, H12 1.018, H18 1.055
5 H 0.759 -0.632 0.919  C1 1.088
6 H -0.132 -0.780 -0.663  C1 1.089
7 H -1.437 -0.986 2.074  C2 1.105
8 H -2.252 -1.060 0.582  C2 1.099
9 H -1.727 -3.259 1.532  N3 1.011
10 H -0.155 -3.022 1.259  N3 1.013
11 H -0.509 1.280 1.411  N4 1.023
12 H -1.494 1.054 0.103  N4 1.018
13 C 1.656 1.605 -2.110  N14 1.273, H15 1.085, H16 1.089
14 N 1.619 2.128 -0.950  C13 1.273, H17 1.019
15 H 0.904 0.884 -2.413  C13 1.085
16 H 2.499 1.793 -2.773  C13 1.089
17 H 2.277 2.904 -0.897  N14 1.019
18 H 0.161 1.478 -0.113  N4 1.055

=====

Record 6
Below is a 2-piece molecular cluster, C3H12N3 overall at a distorted geometry, with properties calculated with ωB97M-V/def2-TZVPD.

ΔE to the lowest compared entry with this formula, charge and spin: 253.9 kJ/mol
Orbital gap: 10.60 eV
Total charge: +1
Electronic energy: -7767.999 eV

Each atom is followed by the atoms it is bonded to, with distances in Å.
Geometry (Å):
1 C -0.753 -1.622 0.484  N5 1.493, H7 1.113, H8 1.143, H9 1.106
2 C 3.405 0.190 0.253  N6 1.259, H11 1.128, H12 1.093
3 C -1.776 0.624 0.194  N4 1.367, N5 1.511, H13 1.177, H14 1.059
4 N -1.843 1.761 -0.563  C3 1.367, H15 1.017, H16 1.006
5 N -0.705 -0.335 -0.271  C1 1.493, C3 1.511, H10 1.113, H17 1.055
6 N 2.680 -0.062 -0.745  C2 1.259, H18 0.985
7 H -0.179 -2.470 0.051  C1 1.113
8 H -0.294 -1.433 1.514  C1 1.143
9 H -1.816 -1.924 0.532  C1 1.106
10 H 0.204 0.275 -0.066  N5 1.113
11 H 4.465 0.569 0.322  C2 1.128
12 H 3.125 0.137 1.308  C2 1.093
13 H -2.705 -0.097 0.233  C3 1.177
14 H -1.662 0.738 1.240  C3 1.059
15 H -2.207 2.612 -0.143  N4 1.017
16 H -2.359 1.558 -1.402  N4 1.006
17 H -0.698 -0.497 -1.314  N5 1.055
18 H 3.118 -0.024 -1.627  N6 0.985

=====

Record 7
Below is a 2-piece molecular cluster, C3H12N3 overall at a distorted geometry, with properties calculated with ωB97M-V/def2-TZVPD.

ΔE to the lowest compared entry with this formula, charge and spin: 79.2 kJ/mol
Orbital gap: 11.39 eV
Total charge: +1
Electronic energy: -7769.810 eV

Each atom is followed by the atoms it is bonded to, with distances in Å.
Geometry (Å):
1 N -1.649 1.890 1.231  C2 1.362, H5 1.006, H6 1.009
2 C -0.952 1.655 0.086  N1 1.362, N3 1.300, N4 1.371
3 N -0.014 0.755 0.117  C2 1.300, H7 1.009, H8 1.010
4 N -1.215 2.422 -1.020  C2 1.371, H9 1.012, H10 1.017
5 H -2.608 2.177 1.128  N1 1.006
6 H -1.212 2.076 2.121  N1 1.009
7 H 0.102 0.186 0.942  N3 1.009
8 H 0.469 0.444 -0.714  N3 1.010
9 H -1.490 3.362 -0.769  N4 1.012
10 H -1.837 2.000 -1.705  N4 1.017
11 C 1.875 -1.805 0.234  C12 1.539, H13 1.097, H14 1.088, H15 1.087
12 C 0.752 -2.445 -0.602  C11 1.539, H16 1.093, H17 1.087, H18 1.089
13 H 1.512 -1.566 1.242  C11 1.097
14 H 2.222 -0.889 -0.239  C11 1.088
15 H 2.713 -2.466 0.435  C11 1.087
16 H 0.140 -1.682 -1.091  C12 1.093
17 H 1.137 -3.083 -1.394  C12 1.087
18 H 0.056 -3.031 -0.003  C12 1.089

=====

Record 8
Below is a 2-piece molecular cluster, C3H12N3O overall at a distorted geometry, with properties calculated with ωB97M-V/def2-TZVPD.

ΔE to the lowest compared entry with this formula, charge and spin: 250.7 kJ/mol
Orbital gap: 11.14 eV
Total charge: +1
Electronic energy: -9816.215 eV

Each atom is followed by the atoms it is bonded to, with distances in Å.
Geometry (Å):
1 C 1.444 0.692 -0.115  N4 1.456, H11 1.120, H12 1.057, H13 1.139
2 C -0.240 -0.429 -1.492  N3 1.371, N4 1.327, N5 1.379
3 N -1.209 -0.156 -0.561  C2 1.371, H6 1.082, H7 1.068
4 N 0.989 0.047 -1.339  C1 1.456, C2 1.327, H8 0.937
5 N -0.439 -1.119 -2.669  C2 1.379, H9 0.957, H10 1.007
6 H -1.058 0.260 0.426  N3 1.082
7 H -2.205 -0.511 -0.713  N3 1.068
8 H 1.716 -0.145 -1.899  N4 0.937
9 H 0.279 -1.652 -3.011  N5 0.957
10 H -1.273 -1.423 -3.144  N5 1.007
11 H 2.555 0.590 -0.013  C1 1.120
12 H 1.133 0.216 0.777  C1 1.057
13 H 1.167 1.793 -0.206  C1 1.139
14 C -0.246 1.083 3.062  O15 1.485, H17 1.115, H18 1.107, H19 1.171
15 O -0.295 -0.193 2.304  C14 1.485, H16 0.987
16 H -0.609 -0.915 2.899  O15 0.987
17 H -0.520 1.829 2.280  C14 1.115
18 H -0.805 1.203 4.011  C14 1.107
19 H 0.840 0.824 3.412  C14 1.171

=====

Record 9
Below is a 2-piece molecular cluster, C3H12N4O overall at a distorted geometry, with properties calculated with ωB97M-V/def2-TZVPD.

ΔE to the lowest compared entry with this formula, charge and spin: 311.5 kJ/mol
Orbital gap: 8.85 eV
Structure (SMILES): [H]/N=C(\N)OC.CNN
Electronic energy: -11311.182 eV

Each atom is followed by the atoms it is bonded to, with distances in Å.
Geometry (Å):
1 H -1.449 2.258 -0.243  N2 1.016
2 N -0.849 1.702 0.358  H1 1.016, C3 1.292
3 C 0.177 1.226 -0.268  N2 1.292, N4 1.397, O5 1.359
4 N 0.420 1.436 -1.628  C3 1.397, H7 1.011, H8 1.007
5 O 1.193 0.816 0.535  C3 1.359, C6 1.414
6 C 2.271 0.097 -0.031  O5 1.414, H9 1.086, H10 1.097, H11 1.096
7 H 0.138 2.343 -1.975  N4 1.011
8 H 1.291 1.141 -2.039  N4 1.007
9 H 2.817 -0.324 0.808  C6 1.086
10 H 2.940 0.761 -0.594  C6 1.097
11 H 1.926 -0.709 -0.687  C6 1.096
12 C -0.527 -1.935 1.074  N13 1.458, H15 1.098, H16 1.090, H17 1.089
13 N -1.329 -1.326 0.019  C12 1.458, N14 1.397, H18 1.072
14 N -2.345 -0.564 0.601  N13 1.397, H19 1.156, H20 1.020
15 H -0.083 -1.189 1.745  C12 1.098
16 H 0.271 -2.516 0.612  C12 1.090
17 H -1.175 -2.601 1.642  C12 1.089
18 H -0.674 -0.666 -0.516  N13 1.072
19 H -1.936 0.513 0.687  N14 1.156
20 H -3.077 -0.462 -0.102  N14 1.020

=====

Record 10
Below is a 2-piece molecular cluster, C3H12N4O overall at a distorted geometry, with properties calculated with ωB97M-V/def2-TZVPD.

ΔE to the lowest compared entry with this formula, charge and spin: 453.1 kJ/mol
Orbital gap: 9.20 eV
Structure (SMILES): CN(N)C=O.CNN
Electronic energy: -11309.714 eV

Each atom is followed by the atoms it is bonded to, with distances in Å.
Geometry (Å):
1 C 2.027 -1.309 0.231  N2 1.453, H6 1.091, H7 1.089, H8 1.095
2 N 1.042 -0.311 0.612  C1 1.453, N3 1.422, C4 1.545
3 N 1.571 0.831 1.274  N2 1.422, H9 1.019, H10 1.022
4 C -0.384 -0.801 0.950  N2 1.545, O5 1.226, H11 1.107
5 O -0.712 -1.960 0.727  C4 1.226
6 H 2.598 -0.924 -0.615  C1 1.091
7 H 1.561 -2.246 -0.073  C1 1.089
8 H 2.711 -1.517 1.060  C1 1.095
9 H 0.816 1.451 1.565  N3 1.019
10 H 2.054 0.540 2.126  N3 1.022
11 H -0.759 -0.195 1.798  C4 1.107
12 C -1.569 -0.033 -1.726  N13 1.454, H15 1.092, H16 1.094, H17 1.096
13 N -0.945 0.511 -0.531  C12 1.454, N14 1.430, H18 1.205
14 N -1.428 1.786 -0.100  N13 1.430, H19 1.019, H20 1.021
15 H -1.276 -1.081 -1.814  C12 1.092
16 H -1.233 0.517 -2.610  C12 1.094
17 H -2.662 0.026 -1.671  C12 1.096
18 H 0.251 0.464 -0.399  N13 1.205
19 H -1.220 2.490 -0.806  N14 1.019
20 H -2.443 1.762 0.001  N14 1.021

=====

Record 11
Below is a 2-piece molecular cluster, C3H12N4O overall at a distorted geometry, with properties calculated with ωB97M-V/def2-TZVPD.

ΔE to the lowest compared entry with this formula, charge and spin: 807.8 kJ/mol
Orbital gap: 4.09 eV
Electronic energy: -11306.037 eV

Each atom is followed by the atoms it is bonded to, with distances in Å.
Geometry (Å):
1 N -0.925 1.330 -0.167  C2 1.400, H6 1.034
2 C -1.190 0.284 -1.059  N1 1.400, N3 1.530, N4 1.492, H5 1.127
3 N -2.380 -0.520 -0.529  C2 1.530, H7 0.982, H8 1.057
4 N -1.471 0.687 -2.468  C2 1.492, H9 1.065, H10 1.056
5 H -0.315 -0.426 -1.032  C2 1.127
6 H -1.118 2.263 -0.572  N1 1.034
7 H -2.136 -1.426 -0.240  N3 0.982
8 H -2.579 0.047 0.340  N3 1.057
9 H -1.248 1.725 -2.388  N4 1.065
10 H -2.508 0.587 -2.640  N4 1.056
11 C 2.071 0.659 0.940  N12 1.486, H15 1.133, H16 1.085, H17 1.093
12 N 1.924 -0.545 1.799  C11 1.486, C13 1.543, H18 1.052
13 C 0.859 -1.449 1.145  N12 1.543, O14 1.326, H19 1.142, H20 1.113
14 O 1.323 -1.932 0.002  C13 1.326
15 H 2.240 0.371 -0.143  C11 1.133
16 H 2.918 1.267 1.239  C11 1.085
17 H 1.117 1.191 0.991  C11 1.093
18 H 2.834 -1.071 1.796  N12 1.052
19 H -0.072 -0.791 1.095  C13 1.142
20 H 0.655 -2.251 1.891  C13 1.113

=====

Record 12
Below is a 2-piece molecular cluster, C3H12NO overall at a distorted geometry, with properties calculated with ωB97M-V/def2-TZVPD.

ΔE to the lowest compared entry with this formula, charge and spin: 113.9 kJ/mol
Orbital gap: 11.77 eV
Total charge: +1
Electronic energy: -6836.234 eV

Each atom is followed by the atoms it is bonded to, with distances in Å.
Geometry (Å):
1 C 2.298 -1.059 0.461  O2 1.461, H3 1.081, H4 1.084, H5 1.091
2 O 1.689 -0.077 -0.434  C1 1.461, H6 0.958
3 H 2.800 -0.551 1.274  C1 1.081
4 H 3.019 -1.576 -0.161  C1 1.084
5 H 1.505 -1.695 0.856  C1 1.091
6 H 1.531 -0.453 -1.301  O2 0.958
7 C -1.669 -0.479 -0.739  C8 1.509, H10 1.097, H11 1.101, H12 1.093
8 C -1.504 0.927 -0.215  C7 1.509, N9 1.523, H13 1.094, H14 1.090
9 N -0.371 1.185 0.770  C8 1.523, H15 1.014, H16 1.016, H17 1.053
10 H -2.364 -0.612 -1.577  C7 1.097
11 H -1.942 -1.145 0.094  C7 1.101
12 H -0.756 -0.957 -1.103  C7 1.093
13 H -2.411 1.176 0.345  C8 1.094
14 H -1.479 1.629 -1.048  C8 1.090
15 H -0.516 2.104 1.172  N9 1.014
16 H -0.285 0.467 1.482  N9 1.016
17 H 0.456 1.118 0.123  N9 1.053

=====

Q: Which molecular weight values were calculated for the entries above? A: 108.21, 140.28, 104.23, 90.15, 90.15, 90.15, 90.15, 106.15, 120.16, 120.16, 120.16, 78.13, in g/mol.